(1)
Here is a 2-piece molecular cluster, C3H10NP overall at a distorted geometry from the Open Molecules 2025 dataset. Energies are from ωB97M-V/def2-TZVPD.

Properties
- ΔE to the lowest compared entry with this formula, charge and spin (kJ/mol) = 387.8
- frontier orbital gap (alpha / beta) (eV) = 9.26 / 6.79
- HOMO (alpha / beta) (eV) = -9.1 / -7.0
- E_tot (a.u.) = -516.2622
- lowest unoccupied orbital energy (alpha / beta) (eV) = 0.15 / -0.20

Last column: Löwdin charge in e.
Atoms and positions in Å:
C 0.33 1.01 0.44  -0.1944
C 1.13 -1.24 0.91  -0.1407
C -0.01 -0.43 0.35  -0.6968
N -1.92 0.14 -1.05  -0.3179
P -0.68 -0.88 -1.37  0.8202
H -0.50 1.69 0.20  0.0526
H 0.61 1.28 1.53  0.1126
H 1.14 1.28 -0.23  0.0466
H 1.94 -1.44 0.13  0.0977
H 0.69 -2.11 1.43  0.0807
H 1.58 -0.61 1.69  0.0599
H -0.89 -0.65 0.86  0.0529
H -2.56 0.40 -1.81  0.0507
H -1.88 0.76 -0.25  0.0236
H 1.02 0.80 -2.84  -0.0478



(2)
Here is C43H38N7RuSe3 as an isolated structure at a distorted geometry from the Open Molecules 2025 dataset. Energies are from ωB97M-V/def2-TZVPD.

Properties
- ΔE to the lowest compared entry with this formula, charge and spin (kJ/mol) = 41.8
- frontier orbital gap (alpha / beta) (eV) = 5.60 / 6.29
- HOMO (alpha / beta) (eV) = -6.1 / -6.9
- E_tot (a.u.) = -9343.8051
- spin multiplicity = 2
- lowest unoccupied orbital energy (alpha / beta) (eV) = -0.55 / -0.58

Last column: Löwdin charge in e.
Atoms and positions in Å:
Ru -0.01 0.10 -0.35  0.8784
Se 1.91 2.13 1.26  1.0646
Se 2.01 -1.76 2.06  0.6867
C 0.45 -0.84 2.61  -0.7224
C 0.10 -0.93 3.97  -0.1245
C -1.07 -0.40 4.44  -0.0681
C -1.94 0.20 3.53  -0.0602
C -1.53 0.27 2.22  -0.1710
N -0.35 -0.19 1.75  -0.1073
C 2.92 1.03 0.14  -0.6294
C 4.31 1.03 0.08  -0.0824
C 4.92 0.13 -0.78  -0.0571
C 4.13 -0.71 -1.56  -0.0430
C 2.76 -0.63 -1.43  -0.2737
N 2.15 0.21 -0.59  -0.1527
H 0.78 -1.44 4.63  0.0907
H -1.33 -0.48 5.49  0.1086
H -2.90 0.60 3.82  0.1068
H -2.17 0.74 1.49  0.0844
H 4.88 1.73 0.68  0.1062
H 6.00 0.10 -0.85  0.1098
H 4.57 -1.43 -2.24  0.1092
H 2.11 -1.28 -2.01  0.0069
N 1.42 -0.65 -7.69  0.1671
C 1.15 -0.46 -6.59  -0.1557
C 0.80 -0.24 -5.19  -0.2264
C 0.07 -1.18 -4.50  0.0010
C -0.23 -0.94 -3.16  -0.1535
N 0.16 0.16 -2.51  -0.0473
C 0.83 1.08 -3.21  -0.1055
C 1.18 0.92 -4.55  0.0082
H -0.25 -2.10 -4.96  0.1284
H -0.80 -1.65 -2.59  0.0706
H 1.12 1.97 -2.68  0.0942
H 1.73 1.70 -5.06  0.1286
C -1.43 3.55 -1.00  -0.0573
C -0.39 3.47 0.13  -0.5727
C -1.16 3.45 1.45  -0.0720
C 0.47 2.19 -0.11  -0.4909
C 0.50 4.72 0.05  -0.2183
C 0.89 5.44 1.17  -0.0644
C 1.77 6.52 1.08  -0.0806
C 2.28 6.91 -0.15  -0.0982
C 1.90 6.20 -1.29  -0.0827
C 1.02 5.13 -1.18  -0.0448
H -2.19 2.79 -0.84  0.0531
H -0.99 3.38 -1.99  0.0695
H -1.92 4.53 -1.02  0.1016
H -2.00 2.75 1.37  0.0593
H -1.57 4.43 1.68  0.0932
H -0.56 3.13 2.30  0.0678
H 1.03 2.42 -1.01  -0.0023
H 0.52 5.15 2.15  0.1023
H 2.05 7.05 1.98  0.1011
H 2.96 7.74 -0.22  0.0978
H 2.28 6.49 -2.26  0.0993
H 0.75 4.60 -2.09  0.1010
C -3.88 -1.75 0.46  -0.0214
C -2.53 -1.64 0.17  -0.1338
N -2.04 -0.67 -0.60  -0.0644
C -2.89 0.23 -1.12  -0.0892
C -4.25 0.23 -0.85  -0.1781
C -4.74 -0.78 -0.03  -0.0105
C -5.16 1.33 -1.27  -0.0326
C -5.05 2.30 -2.15  -0.0307
C -4.04 2.54 -3.24  -0.2870
C -3.87 3.83 -3.70  -0.0162
C -2.94 4.02 -4.70  -0.1208
N -2.26 3.02 -5.25  0.0883
C -2.53 1.81 -4.75  -0.1845
N -3.38 1.51 -3.76  0.1372
H -4.24 -2.56 1.08  0.1149
H -1.80 -2.34 0.56  0.0725
H -2.45 0.97 -1.77  0.0745
H -5.79 -0.80 0.22  0.1204
H -6.06 1.37 -0.66  0.1107
H -5.84 3.04 -2.13  0.1095
H -4.43 4.66 -3.28  0.1165
H -2.74 5.02 -5.08  0.1114
H -2.01 0.98 -5.20  0.1026
Se 0.85 -2.43 -0.44  0.7867
C -0.19 -4.00 -0.04  -0.5975
C -0.63 -4.82 -1.08  -0.1347
C -1.34 -5.99 -0.81  -0.0938
C -1.62 -6.35 0.51  -0.1010
C -1.19 -5.53 1.54  -0.0858
C -0.49 -4.36 1.27  -0.1486
H -0.41 -4.55 -2.10  0.0896
H -1.67 -6.62 -1.63  0.0998
H -2.15 -7.27 0.72  0.0974
H -1.40 -5.80 2.57  0.1018
H -0.15 -3.73 2.08  0.0649



(3)
Here is a 3-piece molecular cluster, C4H12O3 overall at a distorted geometry from the Open Molecules 2025 dataset. Energies are from ωB97M-V/def2-TZVPD.

Properties
- ΔE to the lowest compared entry with this formula, charge and spin (kJ/mol) = 188.3
- frontier orbital gap (eV) = 9.29
- HOMO (eV) = -8.7
- E_tot (a.u.) = -385.2500
- lowest unoccupied orbital energy (eV) = 0.57

Last column: Löwdin charge in e.
Atoms and positions in Å:
C 1.62 -1.70 0.37  -0.1246
C 0.19 -1.44 0.68  -0.1124
C -0.70 -0.57 0.09  -0.3954
O -0.18 0.26 -0.84  -0.0368
C -2.17 -0.42 0.44  -0.0327
H 1.93 -1.82 -0.65  0.0618
H 2.07 -2.61 0.92  0.0987
H 2.34 -0.87 0.67  0.0811
H -0.18 -2.19 1.37  0.0974
H -0.77 0.56 -1.54  0.1167
H -2.76 -0.99 -0.25  0.0702
H -2.52 0.69 0.62  0.1137
H -2.17 -0.51 1.56  0.0920
H 1.23 0.84 -0.05  -0.0463
H 0.95 1.36 1.32  0.0513
O 1.46 1.55 0.52  -0.0458
H 0.62 2.38 -1.59  -0.0324
H -0.84 2.87 -1.55  0.0454
O -0.10 2.61 -2.08  -0.0019



(4)
Here is a 2-piece molecular cluster, C4H13N overall at a distorted geometry from the Open Molecules 2025 dataset. Energies are from ωB97M-V/def2-TZVPD.

Properties
- ΔE to the lowest compared entry with this formula, charge and spin (kJ/mol) = 12.7
- frontier orbital gap (eV) = 10.28
- HOMO (eV) = -9.1
- E_tot (a.u.) = -214.9284
- lowest unoccupied orbital energy (eV) = 1.21

Last column: Löwdin charge in e.
Atoms and positions in Å:
C -2.16 -0.98 -5.32  -0.1738
C -0.89 -1.20 -4.50  -0.1657
H -3.12 -1.06 -4.80  0.0596
H -2.16 -1.64 -6.18  0.0531
H -2.19 0.04 -5.70  0.0554
H -1.04 -1.92 -3.70  0.0567
H -0.12 -1.63 -5.14  0.0601
H -0.54 -0.26 -4.09  0.0546
C 0.43 1.22 3.25  -0.1231
C 1.15 0.38 4.30  -0.3419
N 2.59 0.72 4.40  -0.0280
H 0.28 2.27 3.53  0.0681
H 0.89 1.17 2.27  0.0672
H -0.56 0.77 3.15  0.0662
H 0.68 0.44 5.29  0.0984
H 1.06 -0.65 3.94  0.0928
H 2.90 0.73 5.36  0.0505
H 2.79 1.60 3.95  0.0498



(5)
Here is a 3-piece molecular cluster, C2H11N2O2 overall at a distorted geometry from the Open Molecules 2025 dataset. Energies are from ωB97M-V/def2-TZVPD.

Properties
- ΔE to the lowest compared entry with this formula, charge and spin (kJ/mol) = 196.1
- frontier orbital gap (eV) = 9.98
- HOMO (eV) = -13.5
- E_tot (a.u.) = -342.5138
- lowest unoccupied orbital energy (eV) = -3.51
- charge = +1

Last column: Löwdin charge in e.
Atoms and positions in Å:
C -1.90 -0.21 -0.04  -0.1692
C -0.87 -0.25 -0.91  -0.0888
N 0.50 -0.27 -0.33  0.1928
N -1.81 -0.10 1.33  0.1005
H -2.87 -0.59 -0.33  0.1368
H -0.95 -0.33 -1.98  0.1131
H 0.56 -1.12 0.24  0.1602
H 0.76 0.54 0.23  0.1664
H 1.25 -0.45 -1.00  0.1714
H -2.57 -0.55 1.81  0.1102
H -0.91 -0.13 1.76  0.0868
H 3.64 -3.21 0.70  0.0351
H 2.89 -3.18 -0.52  0.0360
O 3.23 -2.57 0.13  -0.0506
H -0.10 4.89 -0.47  0.0338
H -0.87 3.58 -0.25  0.0232
O 0.01 3.95 -0.36  -0.0577



(6)
Here is one molecule with the formula C3H5N3O at a distorted geometry from the Open Molecules 2025 dataset. Energies are from ωB97M-V/def2-TZVPD.

Properties
- ΔE to the lowest compared entry with this formula, charge and spin (kJ/mol) = 251.6
- frontier orbital gap (eV) = 9.55
- HOMO (eV) = -8.7
- E_tot (a.u.) = -356.7615
- lowest unoccupied orbital energy (eV) = 0.83

Last column: Löwdin charge in e.
Atoms and positions in Å:
C -0.76 1.08 0.97  -0.0889
C -1.39 0.80 -0.18  -0.0056
C -0.57 -0.16 -0.90  -0.4819
H 1.77 -0.78 -1.41  0.0990
H 1.59 -2.07 -0.29  0.1237
H 0.94 0.12 1.81  0.1347
H -1.09 1.63 1.86  0.1229
H -2.46 1.03 -0.42  0.1303
N 1.70 -1.01 -0.40  0.0826
N 0.46 -0.45 -0.03  -0.1749
N 0.53 0.52 0.97  0.0387
O -0.73 -0.72 -1.98  0.0196